Here is a 6-piece molecular cluster, C35H84O7P overall in a non-equilibrium geometry from the OMol25 dataset. Energies are from the ωB97M-V functional and the def2-TZVPD basis.

XYZ file:
```
127
Properties=species:S:1:pos:R:3:forces:R:3:mulliken_charge:R:1
C -1.104 0.378 -1.328 0.21 0.98 0.59 -1.04
C -0.507 1.813 -1.553 -0.54 -0.18 -0.13 -0.14
C -0.633 2.229 -3.046 0.23 -0.99 -0.03 -0.47
C 0.313 1.336 -3.942 -0.09 1.24 -0.37 -0.44
C 1.349 2.178 -4.776 0.58 -0.98 -0.12 -0.87
C 2.805 1.664 -4.449 -0.86 1.06 0.14 -1.05
C 3.243 2.194 -3.044 0.11 -0.63 -0.85 0.30
C 4.387 1.367 -2.375 -1.49 0.22 0.69 -0.73
C 4.158 1.432 -0.816 1.83 -0.27 -0.28 -0.76
C 5.544 1.252 -0.105 -0.04 0.87 -0.29 -0.29
C 5.582 1.727 1.382 -0.87 -0.43 0.07 -0.88
C 5.556 0.598 2.466 1.12 0.73 0.80 -0.94
C 6.492 -0.629 2.190 -1.51 -0.11 -0.24 -0.36
C 5.594 -1.886 1.926 0.27 -0.77 0.00 0.03
C 4.416 -1.733 0.881 1.74 -1.23 -1.02 -0.08
O 3.771 -2.995 0.887 0.17 1.26 0.72 -0.52
P 3.546 -3.387 2.580 -1.11 -1.08 0.94 -0.31
O 4.977 -2.461 3.069 0.65 0.88 -0.69 -0.45
H -2.198 0.479 -1.194 0.48 -0.38 -0.34 0.18
H -0.829 -0.304 -2.149 -0.30 0.25 0.33 0.34
H -0.707 -0.027 -0.380 -0.23 0.02 -0.45 0.33
H -1.055 2.549 -0.924 0.29 -0.47 -0.21 0.32
H 0.541 1.814 -1.196 -0.38 0.16 -0.40 -0.07
H -1.668 2.011 -3.389 0.39 0.34 0.39 0.11
H -0.441 3.307 -3.217 0.00 -0.55 0.18 0.36
H -0.321 0.764 -4.647 0.44 0.06 0.46 0.24
H 0.892 0.637 -3.306 -0.49 0.24 -0.29 0.42
H 1.180 2.022 -5.864 -0.04 0.16 0.58 0.39
H 1.270 3.267 -4.590 0.02 -0.51 0.04 0.38
H 2.741 0.561 -4.446 0.35 0.43 -0.08 0.36
H 3.475 2.018 -5.255 -0.01 -0.37 0.44 0.44
H 2.341 2.126 -2.402 0.53 0.11 -0.18 -0.37
H 3.509 3.269 -3.140 -0.13 -0.54 0.19 0.28
H 4.277 0.317 -2.713 0.29 0.47 0.17 0.29
H 5.396 1.730 -2.636 -0.46 -0.11 0.03 0.41
H 3.762 2.425 -0.536 -0.05 -0.48 -0.14 0.44
H 3.500 0.612 -0.482 -0.07 0.57 -0.21 0.24
H 5.878 0.214 -0.271 -0.07 0.42 0.33 0.24
H 6.263 1.895 -0.666 -0.36 -0.41 0.26 0.38
H 4.658 2.331 1.540 0.56 -0.21 -0.05 0.31
H 6.415 2.439 1.559 -0.21 -0.64 -0.16 0.36
H 5.924 1.070 3.408 -0.38 -0.16 -0.48 0.36
H 4.519 0.290 2.701 0.60 -0.10 -0.32 0.41
H 7.118 -0.439 1.292 -0.36 -0.16 0.42 0.34
H 7.204 -0.833 3.012 -0.54 0.09 -0.24 0.28
H 6.292 -2.686 1.572 -0.36 0.47 -0.48 -0.02
H 3.752 -0.867 1.074 0.23 -0.45 -0.01 0.17
H 4.865 -1.701 -0.141 -0.29 0.66 0.48 0.13
H 2.325 -4.134 2.272 0.11 0.13 -0.10 0.01
H 2.800 -2.150 2.754 -0.21 -0.02 -0.13 -0.06
H 3.373 -3.724 3.975 0.01 0.09 0.09 0.02
H 4.322 -4.607 2.388 0.21 0.27 -0.03 -0.06
C -3.670 2.296 2.473 0.08 -0.02 0.09 -1.23
C -4.298 1.293 1.520 0.04 0.05 0.05 -0.04
O -3.516 0.131 1.321 0.05 -0.06 -0.24 -0.29
C -3.238 -0.652 2.472 -0.03 -0.01 0.11 -0.63
C -4.481 -1.183 3.166 -0.09 0.08 -0.05 -0.87
H -2.681 2.594 2.116 -0.04 0.00 -0.01 0.28
H -4.298 3.186 2.553 0.01 -0.02 -0.05 0.41
H -3.545 1.885 3.476 -0.06 0.02 0.01 0.37
H -4.405 1.758 0.538 0.02 -0.13 -0.05 0.10
H -5.308 1.023 1.846 -0.03 0.03 0.08 0.26
H -2.610 -0.088 3.170 -0.04 0.01 0.05 0.33
H -2.636 -1.494 2.128 0.01 0.12 -0.14 0.35
H -5.118 -0.379 3.537 0.04 -0.01 0.08 0.23
H -4.203 -1.808 4.015 -0.02 -0.01 -0.04 0.43
H -5.077 -1.781 2.474 0.04 -0.03 0.04 0.30
C -7.219 4.094 -3.241 0.10 -0.02 -0.08 -0.96
C -7.084 4.317 -1.743 0.01 0.02 -0.09 -0.38
O -5.902 3.767 -1.191 -0.01 -0.15 0.18 -0.36
C -4.676 4.265 -1.706 0.05 0.06 -0.05 0.33
C -4.494 5.760 -1.513 -0.11 0.08 0.03 -1.25
H -7.187 3.027 -3.471 -0.03 0.03 0.03 0.21
H -8.164 4.503 -3.601 0.01 -0.03 0.03 0.40
H -6.414 4.574 -3.799 -0.05 0.06 0.00 0.27
H -7.914 3.823 -1.236 0.12 -0.06 0.10 0.32
H -7.159 5.381 -1.498 0.01 0.05 -0.07 0.33
H -4.570 3.990 -2.761 0.01 0.06 -0.03 0.04
H -3.886 3.738 -1.168 -0.13 -0.09 0.04 0.08
H -5.258 6.338 -2.037 0.06 0.00 -0.07 0.28
H -3.520 6.074 -1.890 -0.01 -0.04 0.02 0.41
H -4.558 6.018 -0.454 0.04 -0.03 -0.02 0.31
C -7.542 -5.697 4.845 -0.09 0.03 -0.10 -1.05
C -6.890 -4.533 5.572 -0.05 -0.09 0.00 -0.34
O -6.895 -3.325 4.832 0.17 0.12 -0.04 -0.35
C -8.166 -2.813 4.475 -0.05 -0.02 0.02 -0.30
C -9.057 -2.503 5.666 0.01 -0.04 0.12 -1.09
H -7.049 -5.871 3.886 0.02 -0.01 0.06 0.30
H -7.473 -6.606 5.446 0.03 0.03 -0.01 0.39
H -8.598 -5.512 4.642 -0.02 -0.04 0.07 0.26
H -5.841 -4.773 5.754 0.02 0.16 -0.07 0.33
H -7.348 -4.380 6.555 -0.07 -0.04 0.01 0.30
H -8.667 -3.494 3.779 -0.07 -0.02 0.04 0.30
H -7.977 -1.891 3.923 0.16 -0.06 0.01 0.31
H -9.283 -3.395 6.252 -0.07 -0.01 -0.06 0.26
H -10.003 -2.074 5.330 0.03 0.00 -0.01 0.39
H -8.567 -1.789 6.332 -0.01 0.01 -0.05 0.30
C 12.621 -0.555 3.123 0.07 -0.08 -0.07 -1.09
C 11.110 -0.457 3.253 0.03 -0.07 0.02 -0.33
O 10.407 -1.017 2.160 -0.05 0.19 -0.16 -0.40
C 10.619 -2.397 1.915 0.00 -0.11 0.07 -0.35
C 10.229 -3.290 3.080 -0.05 0.07 0.13 -1.04
H 12.957 -0.069 2.204 -0.02 0.02 0.04 0.28
H 13.107 -0.073 3.974 -0.03 0.02 -0.02 0.39
H 12.961 -1.591 3.089 0.00 0.00 0.08 0.26
H 10.825 0.596 3.288 -0.12 -0.05 -0.11 0.35
H 10.768 -0.902 4.193 0.06 -0.04 0.04 0.32
H 11.658 -2.573 1.615 0.04 -0.03 0.06 0.34
H 10.000 -2.649 1.052 -0.04 0.18 0.02 0.35
H 10.824 -3.084 3.972 0.07 -0.06 -0.04 0.29
H 10.375 -4.339 2.816 -0.02 0.03 -0.02 0.39
H 9.180 -3.139 3.341 0.01 -0.03 -0.06 0.25
C -3.340 -1.662 -7.502 -0.07 0.11 -0.05 -1.10
C -3.057 -1.666 -6.009 -0.03 -0.06 -0.07 -0.34
O -3.169 -0.389 -5.405 0.18 0.14 0.08 -0.30
C -4.436 0.239 -5.494 -0.06 -0.04 -0.01 -0.21
C -5.558 -0.557 -4.850 0.01 -0.12 0.05 -1.14
H -2.667 -0.972 -8.016 0.01 -0.05 0.02 0.30
H -3.200 -2.662 -7.916 0.03 0.02 0.03 0.39
H -4.362 -1.350 -7.724 -0.02 -0.08 0.00 0.26
H -2.029 -1.990 -5.844 0.00 0.14 0.11 0.33
H -3.697 -2.388 -5.492 -0.06 -0.02 -0.04 0.31
H -4.670 0.473 -6.538 -0.07 -0.04 -0.02 0.28
H -4.336 1.195 -4.977 0.16 -0.05 0.01 0.21
H -5.705 -1.524 -5.334 -0.06 0.05 -0.06 0.33
H -6.498 -0.004 -4.913 0.03 0.01 0.00 0.38
H -5.335 -0.747 -3.798 0.00 0.05 -0.02 0.30
```
Positions in Å, forces in eV/Å.

electronic energy	-2251.81013	hartree
lowest unoccupied orbital energy	1.9967	eV
largest force on an atom	0.04583	Eh/bohr
charge	-1
HOMO	-0.1351	hartree
gap between HOMO and LUMO	5.672	eV